w | Computed, not measured: C5H6 in the gas phase, with ωB97M-V/def2-TZVPD.

Summary:
- HOMO (eV) = -8.78
- frontier orbital gap (eV) = 9.72
- molar mass (g mol⁻¹) = 66.10
- SMILES string = C#C/C=C/C

Geometry (Å):
C 0.3780 -2.2777 -1.2982
C 0.1532 -1.0658 -0.9332
C -0.4625 -0.0243 -0.2306
C 0.2984 0.8297 0.4174
C -0.2663 1.8577 1.4397
H 0.8507 -3.2139 -1.7092
H -1.5181 0.0441 -0.0517
H 1.3599 0.7444 0.3615
H -1.3690 1.5312 1.7819
H 0.5171 2.0053 2.2839
H -0.4452 2.9716 0.9620



x | Computed, not measured: C5H6 in the gas phase, with ωB97M-V/def2-TZVPD.

Summary:
- HOMO (eV) = -9.08
- frontier orbital gap (eV) = 10.09
- molar mass (g mol⁻¹) = 66.10
- SMILES string = C#CC(=C)C

Geometry (Å):
C -2.4620 -0.2439 0.2274
C -1.2913 0.0763 0.1610
C 0.0546 0.2783 -0.0804
C 0.6510 1.4563 -0.2413
C 1.0473 -1.0416 0.0043
H -3.5044 -0.6801 0.3392
H 1.6665 1.6886 -0.3762
H -0.0330 2.2355 -0.0620
H 1.9507 -0.7315 -0.5821
H 0.5578 -1.9153 -0.4369
H 1.3628 -1.1224 1.0469



Name the least stable of them. w.



w | Computed, not measured: C5H6 in the gas phase, with ωB97M-V/def2-TZVPD.

Summary:
- HOMO (eV) = -9.23
- frontier orbital gap (eV) = 9.83
- molar mass (g mol⁻¹) = 66.10

Geometry (Å):
C 1.9297 0.5019 -0.0382
C -0.1518 -0.8159 -0.0175
C -1.4968 1.0930 -0.0334
C -1.5293 -0.2429 0.0519
C 0.5692 0.4703 0.0009
H 2.2426 -0.6078 -0.0904
H 2.6380 1.2924 -0.0168
H 0.2770 -1.5142 0.8125
H 0.0435 -1.2902 -1.0143
H -2.1136 1.9046 0.0111
H -2.4086 -0.7911 0.3342



x | Computed, not measured: C5H6 in the gas phase, with ωB97M-V/def2-TZVPD.

Summary:
- HOMO (eV) = -8.66
- frontier orbital gap (eV) = 9.83
- molar mass (g mol⁻¹) = 66.10
- SMILES string = C=C=CC=C

Geometry (Å):
C -1.2446 0.9429 -0.7425
C -1.1157 -0.3472 -0.8493
C -0.4122 -1.3930 -0.5163
C 0.7374 -1.0471 0.3279
C 0.9581 0.1852 0.7655
H -0.8897 1.6083 -1.5181
H -1.9756 1.3762 -0.0759
H -0.5883 -2.4108 -0.8212
H 1.4171 -1.8563 0.5534
H 0.3021 1.0157 0.5799
H 1.8247 0.4062 1.3671



y | Computed, not measured: 2 unconnected molecules or ions with the total composition C5H6, with ωB97M-V/def2-TZVPD.

Summary:
- HOMO (alpha / beta) (eV) = -8.40 / -8.52
- frontier orbital gap (alpha / beta) (eV) = 7.73 / 8.68
- molar mass (g mol⁻¹) = 66.10

Geometry (Å):
C 0.6811 0.1703 -0.2137
C -1.4296 -1.9933 0.8828
C 1.3609 2.6304 -0.3091
C -1.4191 -1.4082 -0.2634
C 1.1811 1.3432 -0.0874
H -1.7521 -1.5889 -1.3304
H 1.1403 -0.8580 -0.4291
H -0.8319 -1.5513 1.6593
H -1.8824 -3.0526 0.8954
H 1.9167 3.3074 0.4118
H 1.0349 3.0010 -1.2162



Name the least stable of them. y.



w | Computed, not measured: 2 unconnected molecules or ions with the total composition C3H8O4, with ωB97M-V/def2-TZVPD.

Summary:
- HOMO (eV) = -10.18
- frontier orbital gap (eV) = 10.58
- molar mass (g mol⁻¹) = 108.09
- SMILES string = O=C(O)CCO.O

Geometry (Å):
O 2.1839 1.6387 0.8170
C 1.4366 0.7053 0.7595
O 0.3099 0.6722 1.5083
C 1.4182 -0.4320 -0.2141
C 0.5447 -0.0972 -1.4581
O -0.7665 -0.6815 -1.3587
H 0.2497 1.4371 2.0477
H 0.9982 -1.3536 0.1883
H 2.3631 -0.8240 -0.5933
H 0.9712 -0.6683 -2.2796
H 0.4381 0.9540 -1.7102
H -1.3406 -0.1668 -0.7766
O -2.9186 -0.2897 0.6529
H -2.7236 0.2411 1.4074
H -3.1642 -1.1354 1.0095



x | Computed, not measured: 2 unconnected molecules or ions with the total composition C3H8O4, with ωB97M-V/def2-TZVPD.

Summary:
- HOMO (eV) = -10.95
- frontier orbital gap (eV) = 11.48
- molar mass (g mol⁻¹) = 108.09
- SMILES string = O=COCCO.O

Geometry (Å):
O 2.1704 -0.6312 -3.0689
C 2.2247 0.3974 -2.3967
O 1.8835 0.5112 -1.1285
C 1.0699 -0.4100 -0.4065
C -0.3055 0.2482 -0.0348
O -1.1201 -0.6122 0.7912
H 2.8617 1.2586 -2.6800
H 1.6514 -0.7565 0.4694
H 0.8086 -1.3001 -1.0105
H -0.8207 0.5455 -0.9684
H 0.0153 1.1732 0.4818
H -1.0851 -1.5272 0.4420
O -3.2068 0.7531 3.2372
H -2.7307 0.3712 2.4654
H -3.4165 -0.0212 3.8072



Name the least stable of them. x.



w | Computed, not measured: a gas-phase ion, C3H8NOS (charge +1), with ωB97M-V/def2-TZVPD.

Summary:
- total charge = +1
- HOMO (eV) = -13.62
- frontier orbital gap (eV) = 9.63
- molar mass (g mol⁻¹) = 106.17
- SMILES string = [NH3+][C@H](C=O)CS

Geometry (Å):
N -0.2511 -1.3785 -0.7995
C -0.3980 -0.1489 0.1447
C -1.2215 0.8611 -0.6604
O -1.5884 0.5585 -1.7643
C 1.0057 0.4139 0.4155
S 0.9251 1.8206 1.5689
H 0.7256 -1.6426 -0.7532
H -0.7421 -2.1597 -0.3769
H -0.7573 -1.0911 -1.6681
H -0.9258 -0.5327 1.0134
H -1.4429 1.8005 -0.1420
H 1.5426 -0.3898 0.9278
H 1.5625 0.6848 -0.4798
H 1.5656 1.2038 2.5739



x | Computed, not measured: a gas-phase ion, C3H8NOS (charge +1), with ωB97M-V/def2-TZVPD.

Summary:
- total charge = +1
- HOMO (eV) = -13.26
- frontier orbital gap (eV) = 7.55
- molar mass (g mol⁻¹) = 106.17
- SMILES string = CS[C@@H](O)C=[NH2+]

Geometry (Å):
C 0.4221 1.1594 1.8935
S -0.9459 1.7224 0.8022
C -0.5247 0.2720 -0.7298
O 0.8067 0.4795 -0.9422
C -0.9421 -1.1554 -0.8281
N 0.0050 -1.9906 -1.1224
H 1.4845 1.0811 1.5486
H 0.0180 0.1845 2.1755
H 0.6643 1.9702 2.6293
H -1.0586 0.9008 -1.4545
H 0.9790 1.4782 -0.8100
H -1.9334 -1.5036 -0.6568
H 0.9424 -1.5883 -1.2219
H 0.0826 -3.0102 -1.2834



Name the least stable of them. x.



w | Computed, not measured: a gas-phase ion, C3H8NOS (charge +1), with ωB97M-V/def2-TZVPD.

Summary:
- total charge = +1
- HOMO (eV) = -13.60
- frontier orbital gap (eV) = 9.45
- molar mass (g mol⁻¹) = 106.17
- SMILES string = [NH3+][C@H](C=O)CS

Geometry (Å):
N 0.4172 -1.8376 0.9004
C -0.0625 -0.6598 -0.0273
C 1.2807 -0.3202 -0.8067
O 2.1286 -1.1547 -0.9143
C -0.6737 0.4257 0.8163
S -1.4060 1.7453 -0.2443
H 0.9404 -2.4319 0.2506
H 1.1124 -1.4356 1.5334
H -0.2956 -2.2855 1.4593
H -0.8134 -1.0254 -0.7348
H 1.3788 0.7602 -1.0375
H -1.4078 0.0698 1.5308
H 0.1488 0.9345 1.3370
H -0.4575 2.6670 -0.0494



x | Computed, not measured: a molecular structure, C3H8NOS, with ωB97M-V/def2-TZVPD.

Summary:
- total charge = +1
- HOMO (eV) = -14.16
- frontier orbital gap (eV) = 10.02
- molar mass (g mol⁻¹) = 106.17

Geometry (Å):
C 1.2892 1.4459 0.4563
C 0.3054 0.4268 0.3065
C -2.2062 -0.1589 -0.7066
N 1.1410 -1.3092 0.5352
O 0.8999 0.9413 -0.7769
S -1.4114 0.3344 0.8391
H 1.0214 2.4768 0.6920
H 2.4036 1.3099 0.6190
H -3.2046 -0.5575 -0.5282
H -1.6254 -0.6981 -1.4042
H -2.5028 0.6416 -1.3946
H 0.5864 -1.9763 1.0701
H 2.1732 -1.3864 0.7485
H 1.1303 -1.4902 -0.4563



y | Computed, not measured: a molecular structure, C3H8NOS, with ωB97M-V/def2-TZVPD.

Summary:
- total charge = +1
- HOMO (eV) = -14.35
- frontier orbital gap (eV) = 10.27
- molar mass (g mol⁻¹) = 106.17

Geometry (Å):
C -0.4561 0.0114 -1.6898
C -0.6461 1.4931 -1.5319
C 0.0621 -0.2150 -0.3308
N 0.3247 -1.2190 0.4558
O 0.8227 -0.7476 2.9939
S -0.0851 1.4346 0.1548
H -1.3559 -0.4771 -2.0084
H 0.1722 -0.2607 -2.5539
H -0.1137 2.1802 -2.0979
H -1.6891 1.5765 -1.5403
H 1.7711 -0.4532 2.8910
H 0.2846 -2.2294 0.2666
H 0.5597 -0.9652 1.5140
H 0.3488 -0.1285 3.4769



Name the least stable of them. x.



w | Computed, not measured: 2 unconnected molecules or ions with the total composition C3H8S, with ωB97M-V/def2-TZVPD.

Summary:
- HOMO (eV) = -9.05
- frontier orbital gap (eV) = 10.03
- molar mass (g mol⁻¹) = 76.16
- SMILES string = C=C.CS

Geometry (Å):
C 2.1870 -0.0661 -1.6185
C 2.6981 -1.1793 -1.1024
H 1.1290 0.1395 -1.7010
H 2.8467 0.7135 -1.9887
H 2.0233 -1.7675 -0.4920
H 3.7507 -1.3797 -1.2318
C -1.5356 -0.2191 1.8380
S -1.5950 0.7876 0.2883
H -1.6412 -1.2633 1.5617
H -0.5931 0.0108 2.3176
H -2.4196 0.0813 2.3877
H -0.5543 0.4655 -0.5039



x | Computed, not measured: C3H8S in the gas phase, with ωB97M-V/def2-TZVPD.

Summary:
- HOMO (eV) = -8.41
- frontier orbital gap (eV) = 9.51
- molar mass (g mol⁻¹) = 76.16
- SMILES string = CCSC

Geometry (Å):
C -1.8329 0.2531 -0.3903
C -0.8924 -0.7052 0.3797
S 0.9638 -0.8219 -0.4239
C 2.2217 0.3312 0.0617
H -1.3213 1.1578 -0.5347
H -2.7909 0.3866 0.1549
H -1.9434 -0.2340 -1.2908
H -1.1271 -1.7588 0.4015
H -0.7598 -0.3576 1.4264
H 2.9493 -0.0937 0.7987
H 1.7709 1.3333 0.2740
H 2.7620 0.5091 -0.8571



Name the least stable of them. w.